{"formula": "C13H11BCl5NO", "method": "ωB97M-V with the def2-TZVPD basis set", "elements": ["Cl", "B", "Cl", "Cl", "O", "C", "C", "C", "C", "C", "Cl", "C", "C", "H", "H", "H", "H", "H", "Cl", "C", "C", "C", "C", "N", "C", "C", "H", "H", "H", "H", "H", "H"], "positions_angstrom": [[-4.375, 0.010, 0.225], [-2.892, 1.019, -0.167], [-3.294, 2.712, -0.838], [-1.796, 1.200, 1.342], [-2.112, 0.243, -1.227], [-1.003, 0.652, -1.705], [-0.248, -0.115, -2.662], [0.937, 0.487, -3.136], [1.744, -0.162, -4.063], [1.371, -1.430, -4.534], [2.365, -2.239, -5.668], [0.187, -2.038, -4.078], [-0.627, -1.391, -3.155], [-0.617, 1.635, -1.419], [1.183, 1.477, -2.755], [2.658, 0.298, -4.426], [-0.074, -3.019, -4.461], [-1.552, -1.852, -2.811], [-0.777, 1.531, 6.235], [-0.077, 0.861, 4.823], [-0.366, -0.468, 4.468], [0.182, -1.005, 3.308], [0.969, -0.194, 2.451], [1.315, -0.641, 1.222], [1.312, 1.119, 2.861], [0.760, 1.655, 4.019], [-1.032, -1.062, 5.089], [-0.039, -2.031, 3.004], [1.888, -0.079, 0.607], [1.098, -1.584, 0.939], [1.957, 1.721, 2.215], [0.953, 2.689, 4.294]], "forces_ev_per_angstrom": [[0.313, 0.187, -0.291], [-0.416, 0.671, 1.125], [0.146, -0.511, -0.087], [-0.189, -0.102, -0.640], [2.028, 0.214, -1.086], [-1.667, -0.679, 0.408], [0.245, -0.262, -0.386], [-0.286, -0.286, 0.041], [-0.072, -0.145, -0.023], [-0.528, 0.635, 0.758], [0.018, -0.047, -0.044], [0.002, 0.167, 0.085], [0.277, 0.348, 0.058], [-0.183, -0.114, 0.201], [0.159, -0.219, -0.189], [-0.167, -0.073, 0.054], [-0.029, 0.146, 0.075], [0.254, 0.112, -0.059], [-0.277, 0.273, 0.578], [0.442, -0.470, -1.168], [0.446, 0.524, -0.108], [0.224, 0.608, -0.293], [-0.560, 0.634, 1.585], [0.560, -0.506, -1.353], [-0.420, -0.612, -0.122], [-0.209, -0.623, 0.198], [0.186, 0.122, -0.068], [-0.039, 0.320, 0.123], [-0.153, -0.285, 0.304], [0.136, 0.306, 0.092], [-0.247, -0.093, 0.213], [0.007, -0.239, 0.019]], "nbo_charge": [-0.21, 0.36, -0.25, -0.25, -0.53, 0.52, -0.23, -0.11, -0.25, 0.03, 0.07, -0.24, -0.10, 0.21, 0.23, 0.24, 0.24, 0.25, 0.00, -0.11, -0.19, -0.27, 0.20, -0.81, -0.27, -0.19, 0.23, 0.21, 0.39, 0.39, 0.21, 0.23], "orbital_gap_ev": 5.241, "spin_multiplicity": 1, "charge": 0}

---

{"formula": "C13H11Cl2F2N3O4S", "method": "ωB97M-V with the def2-TZVPD basis set", "elements": ["O", "O", "O", "O", "F", "F", "Cl", "Cl", "C", "C", "C", "C", "C", "C", "C", "C", "N", "N", "N", "C", "C", "C", "C", "C", "S", "H", "H", "H", "H", "H", "H", "H", "H", "H", "H", "H"], "positions_angstrom": [[0.188, -1.331, 0.981], [2.116, 2.691, 0.424], [-4.080, -2.401, -3.073], [-1.722, -2.827, -3.679], [2.759, 1.255, -2.000], [0.029, 1.085, 5.260], [-1.031, 0.322, -5.334], [-3.140, -2.033, 0.232], [0.901, -0.358, 1.156], [1.829, 1.597, 0.881], [0.914, 0.890, -3.485], [-0.678, 0.197, -1.315], [1.437, 0.961, -2.198], [-0.405, 0.486, -3.672], [0.628, 0.612, -1.086], [-1.181, 0.112, -2.585], [1.146, 0.589, 0.227], [1.620, -0.134, 2.327], [-2.463, -0.461, -2.764], [0.940, -0.406, 3.553], [1.397, 1.945, 3.385], [-2.218, -2.788, -1.092], [0.353, 0.954, 3.934], [2.172, 1.194, 2.303], [-2.654, -2.181, -2.741], [1.512, 1.132, -4.375], [-1.329, -0.083, -0.474], [-2.933, -0.132, -3.596], [1.665, -0.699, 4.310], [0.164, -1.201, 3.473], [0.893, 2.827, 2.988], [2.057, 2.223, 4.228], [-2.403, -3.830, -1.061], [-1.162, -2.545, -0.908], [-0.570, 1.051, 3.370], [3.250, 1.287, 2.407]], "forces_ev_per_angstrom": [[0.087, 0.468, 0.083], [-0.508, -1.367, 0.173], [2.572, 0.761, 1.400], [-0.653, 1.074, 2.034], [-1.434, -0.236, -0.282], [0.442, 0.097, 0.060], [0.434, 0.197, 1.249], [-0.018, -0.088, -0.405], [-0.858, -3.530, 0.949], [1.172, 3.519, -0.824], [0.184, 0.453, -0.371], [0.180, 0.215, 1.110], [0.137, -0.436, 0.699], [0.454, -0.154, -0.760], [0.480, 0.123, -1.002], [-0.471, -0.722, -0.929], [0.881, 1.480, 0.119], [-0.081, -0.868, -1.152], [-0.299, -1.149, 0.882], [-0.623, -0.768, 1.482], [-0.152, 0.734, 1.190], [0.426, 2.017, 0.594], [-0.009, -0.354, -1.254], [-0.821, 0.068, -0.641], [-1.723, -0.850, -3.617], [-0.121, -0.093, 0.665], [0.433, 0.159, -0.445], [-0.303, -0.175, -0.129], [0.038, -0.151, 0.146], [0.750, 0.571, -0.214], [0.325, 0.140, 0.129], [-0.258, 0.089, -0.479], [-0.155, -0.935, -0.410], [-0.241, -0.207, -0.198], [-0.357, 0.226, -0.003], [0.091, -0.310, 0.151]], "nbo_charge": [-0.62, -0.54, -0.90, -0.91, -0.31, -0.34, 0.01, 0.00, 0.79, 0.69, -0.29, -0.22, 0.40, 0.02, 0.14, 0.07, -0.49, -0.42, -0.83, -0.26, -0.45, -0.64, 0.21, -0.14, 2.20, 0.26, 0.26, 0.43, 0.21, 0.25, 0.24, 0.24, 0.27, 0.28, 0.16, 0.24], "orbital_gap_ev": 9.669, "relative_energy_kcal_mol": 0.0, "spin_multiplicity": 1, "charge": 0}

---

{"formula": "C13H11Cl4FeNO3S2", "method": "ωB97M-V with the def2-TZVPD basis set", "elements": ["Fe", "Cl", "C", "C", "C", "C", "C", "Cl", "C", "S", "H", "H", "H", "N", "C", "C", "C", "C", "C", "C", "S", "O", "O", "O", "H", "H", "H", "H", "H", "H", "Cl", "C", "Cl", "H", "H"], "positions_angstrom": [[-0.394, 0.108, 0.296], [-0.967, 2.141, -0.644], [0.435, 2.683, -1.517], [0.391, 3.869, -2.219], [1.488, 4.238, -2.986], [2.604, 3.424, -3.062], [2.661, 2.253, -2.322], [4.052, 1.252, -2.384], [1.576, 1.869, -1.515], [1.701, 0.442, -0.534], [-0.488, 4.493, -2.180], [1.463, 5.164, -3.533], [3.433, 3.701, -3.695], [-0.670, -1.940, -0.912], [-1.600, -1.696, -1.958], [-1.306, -0.722, -2.915], [-2.204, -0.461, -3.936], [-3.365, -1.190, -3.968], [-3.717, -2.126, -3.035], [-2.808, -2.383, -2.015], [-4.473, -0.892, -5.455], [-4.836, 0.452, -5.063], [-3.487, -1.041, -6.489], [-5.466, -1.913, -5.313], [-0.928, -2.762, -0.370], [0.274, -2.072, -1.275], [-0.367, -0.183, -2.863], [-2.005, 0.274, -4.698], [-4.657, -2.644, -3.104], [-3.036, -3.135, -1.276], [1.741, -0.146, 3.799], [0.000, 0.039, 4.076], [-0.849, 0.056, 2.526], [-0.188, 0.988, 4.575], [-0.368, -0.806, 4.654]], "forces_ev_per_angstrom": [[1.308, -0.928, -1.470], [-0.928, 0.623, 0.069], [1.391, -0.088, -0.586], [-0.260, 0.050, 0.008], [-0.119, -0.159, 0.142], [0.008, -0.092, 0.090], [-0.563, 0.254, 0.119], [0.209, 0.023, -0.114], [-0.234, 0.122, -0.038], [-0.208, -0.682, 0.579], [-0.119, 0.087, -0.019], [-0.034, 0.129, -0.102], [0.116, -0.007, 0.013], [0.212, 0.526, 0.901], [-0.576, 0.211, -0.724], [0.135, -0.154, -0.087], [0.474, 0.341, 0.382], [-0.239, 0.672, 0.230], [-0.208, -0.050, 0.632], [0.153, -0.058, -0.154], [1.187, -3.041, -1.189], [-0.206, 1.520, 0.857], [-0.548, 0.469, -0.325], [-0.354, 0.250, -0.091], [0.073, 0.078, -0.070], [-0.112, 0.089, 0.114], [0.080, 0.009, -0.055], [0.092, 0.151, -0.040], [-0.170, -0.083, 0.035], [-0.061, -0.176, 0.084], [-0.499, 0.052, 0.208], [1.679, -0.011, 0.802], [-1.506, -0.113, 0.273], [-0.084, -0.083, -0.219], [-0.089, 0.071, -0.256]], "lowdin_spin": [3.58, 0.06, 0.01, 0.00, 0.01, 0.00, 0.01, 0.01, 0.01, 0.17, 0.00, 0.00, 0.00, 0.05, 0.03, 0.01, 0.04, 0.25, 0.05, 0.02, 0.08, 0.41, 0.05, 0.06, 0.00, 0.00, 0.00, 0.00, 0.00, 0.00, 0.00, 0.01, 0.06, 0.00, 0.00], "orbital_gap_ev": [7.617, 4.558], "spin_multiplicity": 6, "charge": 1, "s2": 8.78}

---

{"formula": "C13H11F3N4O2", "method": "ωB97M-V with the def2-TZVPD basis set", "elements": ["N", "F", "F", "F", "C", "N", "N", "O", "O", "C", "C", "C", "C", "C", "C", "C", "C", "N", "C", "C", "C", "C", "H", "H", "H", "H", "H", "H", "H", "H", "H", "H", "H"], "positions_angstrom": [[4.253, 0.736, 0.692], [-0.176, -5.345, 0.639], [-0.462, -4.539, -1.424], [-1.720, -3.890, 0.242], [3.427, -0.061, 0.384], [-1.966, 4.038, 1.729], [0.284, -1.876, 0.193], [-2.174, 2.664, 1.416], [0.715, 0.464, 0.385], [-0.674, 4.192, 1.875], [-0.004, 3.004, 1.513], [-0.960, 2.083, 1.196], [1.177, -0.843, 0.183], [0.636, -3.160, -0.023], [2.002, -3.469, -0.201], [2.962, -2.437, -0.066], [2.509, -1.112, 0.127], [-1.673, 2.645, -1.692], [-0.446, -4.255, -0.110], [-1.181, 1.253, -1.793], [-1.685, 0.475, -0.589], [-0.718, 0.684, 0.654], [-0.187, 5.099, 2.208], [1.066, 2.829, 1.402], [2.247, -4.499, -0.420], [4.017, -2.718, -0.157], [-1.434, 3.198, -2.516], [-2.652, 2.747, -1.475], [-0.089, 1.194, -1.865], [-1.595, 0.777, -2.721], [-2.694, 0.747, -0.368], [-1.757, -0.572, -0.860], [-1.047, -0.050, 1.442]], "forces_ev_per_angstrom": [[-3.137, -2.845, -1.259], [0.264, 0.512, -0.828], [-0.306, -0.894, 0.188], [1.609, 0.061, -0.384], [3.841, 3.222, 1.278], [-0.002, -0.460, 0.920], [-0.117, 0.227, -0.430], [0.838, -0.021, -0.925], [-0.298, -1.241, -0.305], [-0.483, -1.003, -0.697], [0.948, -1.049, -0.369], [1.584, 1.563, 0.657], [-3.978, -0.787, 0.963], [1.273, 2.383, 0.964], [-0.360, 0.563, 0.211], [-1.409, -0.991, -0.463], [1.727, -0.589, -0.128], [1.366, 0.144, -0.318], [-0.868, 0.959, 0.274], [-1.631, 0.322, -0.937], [2.168, -0.474, -0.071], [-2.292, -1.171, 0.305], [-0.532, 0.145, -0.178], [-0.427, 0.175, 0.213], [0.429, 0.046, 0.083], [-0.414, 0.534, 0.160], [-0.218, -0.239, 0.403], [-0.051, -0.294, -0.118], [-0.201, 0.352, 0.075], [0.417, 0.080, 0.610], [-0.608, 0.548, 0.596], [0.366, -0.318, 0.216], [0.502, 0.540, -0.707]], "nbo_charge": [-0.27, -0.31, -0.31, -0.31, 0.27, -0.11, -0.45, -0.31, -0.49, -0.03, -0.36, 0.32, 0.56, 0.14, -0.25, -0.09, -0.25, -0.86, 0.96, -0.22, -0.43, 0.08, 0.23, 0.24, 0.24, 0.25, 0.36, 0.37, 0.20, 0.17, 0.23, 0.23, 0.22], "orbital_gap_ev": 8.187, "relative_energy_kcal_mol": 13.0, "spin_multiplicity": 1, "charge": 0}

---

{"formula": "C13H11IN4PbS4Sb", "method": "ωB97M-V with the def2-TZVPD basis set", "elements": ["Pb", "S", "C", "N", "N", "C", "C", "C", "C", "C", "C", "N", "N", "C", "C", "C", "C", "C", "C", "H", "H", "H", "H", "H", "H", "H", "H", "H", "H", "H", "S", "Sb", "S", "S", "I"], "positions_angstrom": [[-3.071, -1.994, 0.541], [-0.594, -1.844, -1.379], [0.153, -0.390, -0.800], [0.908, 0.414, -1.556], [1.015, 0.018, -2.829], [1.663, 0.802, -3.752], [2.264, 2.016, -3.398], [2.918, 2.765, -4.363], [2.992, 2.341, -5.686], [2.390, 1.136, -6.031], [1.734, 0.372, -5.084], [0.125, 0.088, 0.479], [-0.819, -0.447, 1.259], [-0.595, -0.383, 2.549], [0.710, -0.073, 3.092], [0.915, -0.057, 4.422], [-0.156, -0.314, 5.367], [-1.389, -0.591, 4.932], [-1.728, -0.714, 3.482], [0.494, -0.821, -3.090], [2.200, 2.345, -2.372], [3.376, 3.704, -4.074], [3.505, 2.937, -6.430], [2.430, 0.785, -7.056], [1.266, -0.566, -5.362], [1.507, 0.114, 2.388], [1.909, 0.151, 4.804], [0.050, -0.263, 6.429], [-2.222, -0.753, 5.605], [-2.604, -0.086, 3.268], [-4.846, -0.669, 5.520], [-4.987, -2.057, 3.700], [-5.221, -0.637, 1.823], [-2.321, -2.450, 3.224], [-3.972, -4.876, 0.379]], "forces_ev_per_angstrom": [[-0.094, 0.319, 0.128], [-0.011, 0.016, -0.045], [-0.026, 0.228, 0.790], [0.162, -0.041, -0.300], [0.120, 0.331, 0.014], [-0.060, -0.166, 0.055], [0.042, 0.040, -0.042], [-0.010, 0.016, 0.030], [-0.017, -0.028, 0.027], [-0.007, -0.016, -0.022], [0.009, 0.026, -0.030], [-0.264, -0.357, -0.689], [0.147, 0.104, 0.306], [0.012, -0.036, -0.184], [-0.106, 0.021, 0.033], [0.010, -0.002, 0.092], [0.017, 0.052, -0.088], [-0.039, -0.039, -0.026], [0.011, -0.072, 0.100], [-0.023, -0.075, 0.002], [0.002, -0.001, 0.000], [0.003, -0.004, 0.000], [-0.002, -0.001, 0.001], [0.001, 0.001, 0.002], [0.004, 0.001, 0.003], [0.004, -0.004, -0.001], [-0.005, -0.002, -0.006], [0.006, 0.007, -0.002], [-0.001, -0.036, 0.014], [0.045, 0.057, -0.051], [-0.094, 0.035, 0.012], [0.068, -0.152, 0.192], [0.238, 0.032, -0.149], [-0.057, 0.026, -0.189], [-0.087, -0.278, 0.027]], "lowdin_spin": [0.00, -0.05, -0.04, 0.30, 0.12, 0.01, 0.03, 0.00, 0.03, 0.00, 0.02, 0.30, -0.04, 0.13, -0.02, 0.08, 0.00, 0.04, 0.02, 0.00, 0.00, 0.00, 0.00, 0.00, 0.00, 0.00, 0.01, 0.00, 0.00, 0.01, 0.00, 0.00, 0.00, 0.03, 0.00], "orbital_gap_ev": [6.073, 5.470], "relative_energy_kcal_mol": 6.7, "spin_multiplicity": 2, "charge": -2, "s2": 0.84}

---

{"formula": "C13H11NO3RuS", "method": "ωB97M-V with the def2-TZVPD basis set", "elements": ["Ru", "O", "C", "C", "C", "C", "C", "C", "N", "H", "H", "H", "H", "H", "H", "H", "O", "C", "O", "C", "C", "C", "C", "C", "C", "S", "H", "H", "H", "H"], "positions_angstrom": [[-0.210, -1.051, 0.280], [-0.851, -2.434, -1.068], [0.088, -3.080, -1.977], [1.376, -2.334, -1.828], [2.501, -2.667, -2.556], [3.662, -1.931, -2.375], [3.664, -0.869, -1.482], [2.506, -0.580, -0.798], [1.386, -1.309, -0.952], [-1.770, -2.704, -1.203], [-0.300, -3.013, -2.993], [0.192, -4.126, -1.686], [2.472, -3.494, -3.252], [4.555, -2.186, -2.931], [4.545, -0.266, -1.318], [2.452, 0.232, -0.088], [0.019, 0.762, 3.855], [-0.485, 0.589, 2.794], [-0.281, -0.545, 2.084], [-1.420, 1.613, 2.196], [-2.053, 2.467, 3.087], [-2.879, 3.491, 2.623], [-3.030, 3.711, 1.247], [-2.377, 2.905, 0.338], [-1.588, 1.823, 0.796], [-0.776, 0.940, -0.436], [-1.884, 2.317, 4.145], [-3.390, 4.130, 3.330], [-3.652, 4.521, 0.892], [-2.474, 3.087, -0.725]], "forces_ev_per_angstrom": [[-0.585, 2.452, -0.166], [0.031, -0.315, -0.109], [-0.115, -0.006, 0.096], [0.067, -0.002, -0.098], [0.024, 0.020, 0.015], [-0.009, -0.045, -0.051], [-0.027, 0.042, -0.053], [0.076, 0.061, 0.159], [-0.057, -0.128, 0.028], [0.013, 0.032, -0.074], [0.014, 0.008, 0.007], [-0.010, -0.003, -0.020], [-0.028, -0.003, 0.010], [0.007, 0.009, 0.010], [-0.008, -0.007, 0.001], [0.019, 0.005, 0.041], [0.003, -0.120, -0.012], [-0.130, 0.360, -0.091], [0.312, -0.580, -0.319], [-0.174, 0.087, 0.202], [0.440, -0.444, -0.250], [-0.023, 0.078, -0.600], [-0.020, -0.022, 0.124], [-0.146, 0.193, 0.101], [0.316, -0.271, -0.214], [0.008, -1.427, 1.267], [-0.016, 0.025, -0.014], [-0.018, -0.012, 0.005], [0.010, -0.010, 0.022], [0.027, 0.021, -0.015]], "nbo_charge": [0.97, -0.70, -0.10, 0.18, -0.21, -0.08, -0.21, 0.06, -0.43, 0.55, 0.24, 0.24, 0.26, 0.27, 0.27, 0.24, -0.43, 0.75, -0.67, -0.13, -0.09, -0.06, -0.19, -0.12, -0.27, 0.59, 0.27, 0.26, 0.26, 0.25], "orbital_gap_ev": [5.851, 5.849], "relative_energy_kcal_mol": 4.7, "spin_multiplicity": 1, "charge": 2}

---

We obtain E values of -2957.9293, -2485.5348, -4682.9666, -1171.0045, -3044.6907, -1274.8821 Ha for the records listed above, in that order.